No. 1
185
Properties=species:S:1:pos:R:3 method="wB97M-V/def2-TZVPD" relative_energy_ev=0.000 homo_energy_ev=-7.9483 lumo_ev=0.54 orbital_gap_ev=8.5
C -5.59 9.33 20.67
C -4.86 8.20 21.37
C -3.38 8.63 21.53
C -5.49 8.03 22.76
C -5.18 6.69 23.43
C -5.49 5.57 22.46
C -4.67 5.65 21.17
C -3.20 5.37 21.49
C -5.14 4.61 20.17
N -4.99 6.96 20.62
O -4.57 7.12 19.28
H -6.60 8.97 20.40
H -5.74 10.17 21.35
H -5.19 9.62 19.70
H -3.26 9.60 22.01
H -2.82 7.91 22.11
H -2.94 8.67 20.53
H -5.17 8.87 23.38
H -6.58 8.12 22.67
H -4.15 6.72 23.80
H -5.80 6.59 24.32
H -6.55 5.62 22.19
H -5.40 4.59 22.94
H -3.13 4.33 21.82
H -2.78 5.94 22.32
H -2.54 5.57 20.64
H -4.52 4.67 19.27
H -6.19 4.74 19.91
H -5.01 3.61 20.59
H -5.37 7.28 18.77
C -10.62 6.21 22.75
C -10.57 7.71 22.40
C -10.45 8.49 23.71
C -9.37 8.05 21.52
C -9.54 7.57 20.09
C -10.78 8.18 19.47
C -12.03 7.89 20.31
C -13.10 8.88 19.81
C -12.57 6.49 20.03
N -11.78 8.22 21.73
O -12.91 7.83 22.51
H -11.55 6.02 23.28
H -10.60 5.57 21.87
H -9.81 5.93 23.43
H -9.48 8.33 24.19
H -10.63 9.56 23.56
H -11.22 8.17 24.41
H -9.19 9.13 21.56
H -8.47 7.55 21.88
H -8.64 7.75 19.48
H -9.57 6.47 20.07
H -10.97 7.80 18.46
H -10.61 9.25 19.32
H -12.68 9.88 19.70
H -13.99 8.97 20.44
H -13.45 8.57 18.82
H -12.54 6.33 18.95
H -13.60 6.39 20.36
H -11.95 5.68 20.42
H -13.53 8.54 22.34
C -17.68 1.75 14.34
C -16.32 1.41 13.71
C -16.50 0.07 12.99
C -15.93 2.44 12.65
C -15.43 3.71 13.31
C -14.22 3.42 14.16
C -14.45 2.34 15.24
C -13.07 1.78 15.62
C -15.10 3.04 16.46
N -15.29 1.28 14.71
O -15.53 0.27 15.65
H -18.11 0.89 14.86
H -17.71 2.63 14.99
H -18.42 1.98 13.56
H -15.51 -0.26 12.64
H -16.81 -0.77 13.60
H -17.10 0.18 12.09
H -15.12 2.05 12.02
H -16.84 2.65 12.10
H -15.22 4.51 12.59
H -16.23 4.19 13.89
H -13.95 4.32 14.72
H -13.34 3.25 13.53
H -12.64 1.27 14.76
H -13.10 1.12 16.48
H -12.43 2.65 15.80
H -15.67 3.93 16.18
H -14.39 3.26 17.26
H -15.84 2.39 16.93
H -16.37 0.50 16.08
C -6.36 -0.42 12.21
C -6.13 -0.31 13.73
C -7.48 -0.42 14.43
C -5.25 -1.51 14.12
C -4.57 -1.31 15.47
C -3.71 -0.07 15.39
C -4.52 1.20 15.12
C -5.27 1.57 16.40
C -3.56 2.34 14.73
N -5.44 0.94 14.01
O -6.24 2.06 13.73
H -7.05 0.35 11.87
H -6.83 -1.38 11.98
H -5.43 -0.32 11.66
H -7.36 -0.39 15.52
H -8.09 -1.27 14.15
H -8.11 0.47 14.29
H -5.91 -2.38 14.22
H -4.52 -1.71 13.33
H -3.98 -2.19 15.72
H -5.36 -1.21 16.22
H -2.98 -0.22 14.58
H -3.07 0.07 16.26
H -6.05 0.87 16.70
H -4.61 1.68 17.26
H -5.74 2.55 16.27
H -2.56 2.20 15.13
H -3.57 2.46 13.65
H -3.95 3.27 15.16
H -6.86 2.16 14.47
C -9.27 3.07 15.97
C -9.34 4.24 16.96
C -10.38 3.95 18.03
C -7.96 4.39 17.61
C -6.94 5.13 16.74
C -7.49 6.43 16.18
C -8.86 6.31 15.50
C -9.46 7.71 15.37
C -8.73 5.74 14.06
N -9.74 5.49 16.32
O -11.02 5.30 15.73
H -8.31 2.99 15.46
H -9.56 2.12 16.43
H -9.94 3.11 15.10
H -10.74 4.93 18.38
H -11.26 3.39 17.72
H -10.03 3.45 18.94
H -8.08 4.90 18.57
H -7.54 3.40 17.80
H -6.11 5.37 17.41
H -6.55 4.51 15.93
H -6.80 6.71 15.37
H -7.56 7.23 16.92
H -10.53 7.54 15.18
H -9.12 8.28 14.51
H -9.48 8.30 16.29
H -9.73 5.55 13.67
H -8.19 4.80 14.02
H -8.24 6.48 13.42
H -11.62 5.80 16.29
C -8.59 0.32 18.72
O -8.91 -0.44 17.56
C -10.26 -0.31 17.17
C -10.86 -1.69 17.25
C -10.27 -2.59 16.17
N -12.31 -1.62 17.02
H -7.55 0.10 18.96
H -9.24 0.01 19.55
H -8.74 1.39 18.55
H -10.81 0.49 17.70
H -10.36 0.05 16.13
H -10.64 -2.14 18.23
H -9.19 -2.52 16.12
H -10.65 -2.30 15.19
H -10.49 -3.64 16.37
H -12.81 -1.47 17.88
H -12.65 -2.49 16.62
C -12.58 10.00 14.41
C -12.92 8.63 13.89
O -13.05 7.72 14.96
H -12.48 10.75 13.63
H -11.70 9.98 15.07
H -13.37 10.36 15.08
H -12.18 8.29 13.14
H -13.86 8.71 13.33
H -12.66 6.88 14.70
C -7.98 10.95 15.53
C -6.49 11.20 15.72
O -6.15 10.79 17.05
H -8.52 11.79 15.97
H -8.26 10.04 16.03
H -8.24 10.91 14.47
H -6.28 12.27 15.63
H -5.91 10.65 14.97
H -5.22 10.55 17.09


No. 2
9
Properties=species:S:1:pos:R:3 method="wB97M-V/def2-TZVPD" relative_energy_ev=1.246 homo_energy_ev=-11.1194 lumo_ev=-0.76 orbital_gap_ev=10.4
O -1.57 1.43 -0.35
C -0.54 0.97 -0.84
N 0.25 0.09 -0.16
C -0.14 -0.32 1.07
N 0.59 -1.45 1.13
N 1.38 -1.62 0.01
N 1.27 -0.59 -0.76
H -0.29 1.62 -1.78
H -0.96 -0.13 1.69


No. 3
10
Properties=species:S:1:pos:R:3 method="wB97M-V/def2-TZVPD" relative_energy_ev=0.587 homo_energy_ev=-8.9469 lumo_ev=0.83 orbital_gap_ev=9.8
C 1.22 1.57 -0.35
C 0.56 0.50 0.11
Cl 1.31 -1.00 0.04
C -0.74 0.65 0.73
S -1.76 -0.24 -0.29
H 2.22 1.50 -0.78
H 0.78 2.58 -0.35
H -1.18 1.63 0.48
H -0.73 0.41 1.78
H -1.43 -1.54 -0.21


No. 4
79
Properties=species:S:1:pos:R:3 method="wB97M-V/def2-TZVPD" total_charge=+3 relative_energy_ev=0.400 homo_energy_ev="-16.7973 / -16.7926" lumo_ev="-11.11 / -11.10" orbital_gap_ev="5.7 / 5.7"
Ru 1.53 -0.79 -0.33
C 5.90 -0.62 -0.21
C 4.59 -1.25 0.10
O 3.56 -0.87 -0.54
N 4.51 -2.21 1.00
C 3.29 -2.96 1.25
C 2.30 -2.28 2.17
C 2.29 -2.56 3.52
C 1.27 -2.06 4.32
C 0.26 -1.32 3.72
C 0.34 -1.06 2.37
N 1.37 -1.48 1.61
H 6.03 -0.61 -1.29
H 6.73 -1.14 0.26
H 5.88 0.42 0.13
H 5.37 -2.50 1.46
H 3.57 -3.92 1.68
H 2.82 -3.18 0.29
H 3.05 -3.20 3.94
H 1.24 -2.28 5.38
H -0.59 -0.95 4.29
H -0.43 -0.49 1.86
C 2.56 5.74 1.69
C 2.58 5.27 0.37
C 2.21 3.98 0.10
C 1.81 3.12 1.17
C 1.82 3.62 2.50
C 2.18 4.92 2.76
C 1.42 1.79 1.00
C 1.31 1.03 -0.19
C 1.23 1.44 -1.60
C 0.18 2.29 -2.02
C -0.02 2.51 -3.37
C 0.78 1.86 -4.32
C 1.80 1.03 -3.92
C 2.05 0.83 -2.56
H 2.86 6.76 1.89
H 2.89 5.93 -0.43
H 2.24 3.61 -0.91
H 1.52 2.96 3.31
H 2.18 5.30 3.77
H 1.20 1.24 1.91
H -0.44 2.78 -1.29
H -0.79 3.19 -3.69
H 0.60 2.04 -5.37
H 2.44 0.56 -4.65
H 2.94 0.28 -2.27
C -4.04 -2.13 1.23
C -4.03 -3.64 0.99
C -4.12 -4.06 -0.48
C -2.86 -3.80 -1.30
N -2.75 -2.38 -1.68
C -1.72 -1.56 -1.56
S -0.33 -2.15 -0.67
N -1.78 -0.33 -2.01
C -2.95 0.31 -2.62
C -4.04 0.70 -1.63
C -3.71 1.89 -0.73
C -2.73 1.59 0.41
H -4.12 -1.91 2.30
H -4.90 -1.66 0.75
H -3.13 -1.64 0.86
H -4.87 -4.09 1.52
H -3.13 -4.07 1.43
H -4.97 -3.58 -0.97
H -4.31 -5.13 -0.53
H -2.85 -4.38 -2.22
H -1.97 -4.07 -0.72
H -3.57 -2.00 -2.14
H -0.95 0.24 -1.88
H -3.34 -0.35 -3.40
H -2.57 1.19 -3.14
H -4.30 -0.16 -1.00
H -4.94 0.92 -2.21
H -4.64 2.24 -0.28
H -3.35 2.72 -1.34
H -3.10 0.77 1.03
H -2.60 2.46 1.05
H -1.74 1.30 0.04


No. 5
14
Properties=species:S:1:pos:R:3 method="wB97M-V/def2-TZVPD" relative_energy_ev=1.470 homo_energy_ev=-7.5009 lumo_ev=0.87 orbital_gap_ev=8.4
H -1.28 0.16 -2.48
N -1.40 0.07 -1.47
C -0.25 0.10 -0.88
C 1.15 0.27 -1.27
C 1.89 0.10 -0.16
N 1.10 -0.26 0.91
N -0.21 -0.04 0.49
C -1.45 -0.25 1.21
H 1.50 0.48 -2.27
H 2.97 0.21 -0.03
H 1.35 -0.02 1.85
H -2.05 0.66 1.07
H -2.02 -1.07 0.76
H -1.29 -0.42 2.27


No. 6
16
Properties=species:S:1:pos:R:3 method="wB97M-V/def2-TZVPD" relative_energy_ev=6.877 homo_energy_ev=-8.8462 lumo_ev=0.44 orbital_gap_ev=9.3
C -1.30 1.58 -0.13
C -0.22 0.57 -0.68
C 1.08 0.85 -0.25
C 2.33 0.90 -0.13
C -0.46 -1.11 1.24
H -1.26 1.77 0.97
H -1.41 2.58 -0.75
H -2.35 1.33 -0.31
H -0.29 0.56 -1.73
H 3.51 0.68 -0.22
H 1.60 -1.92 -0.23
H -0.52 -0.27 1.78
H -0.38 -2.85 0.37
N -0.53 -0.72 -0.18
N -0.20 -2.29 1.53
S 0.40 -1.66 -1.29


No. 7
13
Properties=species:S:1:pos:R:3 method="wB97M-V/def2-TZVPD" relative_energy_ev=4.785 homo_energy_ev=-8.7176 lumo_ev=-0.44 orbital_gap_ev=8.3
C -2.47 -0.82 1.33
C -1.15 -0.53 1.08
C 0.34 1.36 -0.37
C 2.40 -0.34 -1.21
H -2.92 -0.71 2.33
H -2.99 -1.39 0.46
H -0.42 -0.30 2.05
H -0.21 1.92 0.23
H 2.66 -1.64 -1.65
N 0.87 1.96 -1.38
O 2.54 -0.03 0.00
S -0.31 -0.36 -0.49
S 1.66 0.88 -2.37


No. 8
16
Properties=species:S:1:pos:R:3 method="wB97M-V/def2-TZVPD" relative_energy_ev=3.823 homo_energy_ev=-9.0608 lumo_ev=0.80 orbital_gap_ev=9.9
H 3.63 -1.18 -0.15
N 3.23 -0.30 -0.48
C 2.18 0.04 0.15
N 1.55 -0.64 1.14
H 1.77 1.02 -0.08
H 0.64 -0.34 1.47
H 1.85 -1.57 1.39
O -1.22 0.51 1.28
N -1.74 0.95 0.02
C -2.36 -0.12 -0.73
C -1.09 0.43 -1.23
H -1.49 1.19 1.90
H -3.30 0.16 -1.19
H -2.33 -1.12 -0.30
H -1.11 1.12 -2.07
H -0.19 -0.15 -1.11